{
  "formula": "C17H36BrN4O",
  "method": "the ωB97M-V functional and the def2-TZVPD basis",
  "elements": ["N", "C", "C", "C", "C", "C", "C", "O", "N", "C", "Br", "C", "C", "N", "H", "H", "H", "H", "H", "H", "H", "H", "H", "H", "H", "H", "H", "H", "H", "H", "H", "H", "C", "C", "C", "N", "C", "C", "C", "C", "C", "H", "H", "H", "H", "H", "H", "H", "H", "H", "H", "H", "H", "H", "H", "H", "H", "H", "H"],
  "positions_angstrom": [[5.68005, 2.95208, 1.31585], [6.85566, 2.32057, 0.67905], [6.63126, 0.85796, 0.26618], [5.93548, -0.02814, 1.30572], [4.40076, 0.12041, 1.46751], [3.62309, 0.34841, 0.18495], [3.41018, -0.84775, -0.75675], [4.04880, -1.79353, -0.82914], [2.21478, -0.60345, -1.54329], [1.78947, 0.76391, -1.14833], [-0.00558, 1.16159, -1.75391], [2.12435, 0.77431, 0.34662], [1.99258, 2.07862, 1.16425], [1.04863, 3.07580, 0.58878], [5.90911, 3.87762, 1.65722], [4.98770, 3.03686, 0.58068], [7.73868, 2.45741, 1.30024], [7.04784, 2.87473, -0.24973], [6.13486, 0.86022, -0.70339], [7.62390, 0.43675, 0.10512], [6.15048, -1.08066, 1.13140], [6.36270, 0.21813, 2.27956], [4.00938, -0.76396, 1.97195], [4.22120, 0.98322, 2.10261], [4.01994, 1.22179, -0.33675], [1.56708, -1.23766, -1.06194], [2.49480, 1.38203, -1.69686], [1.48627, 0.02446, 0.82534], [1.62216, 1.79582, 2.15011], [2.95270, 2.55792, 1.33961], [0.40934, 3.35869, 1.32363], [1.59063, 3.91519, 0.41162], [-1.89460, -1.43314, -0.14977], [-2.98086, -0.35871, -0.13158], [-4.26544, -0.76425, 0.56496], [-5.15892, -1.76689, -0.17023], [-5.19294, -3.04943, 0.60484], [-6.57051, -1.20390, -0.26075], [-6.52025, -0.30872, -1.47905], [-5.69925, -1.12019, -2.47839], [-4.81808, -2.04249, -1.62949], [-2.25492, -2.40797, -0.48485], [-1.08925, -1.12601, -0.81449], [-1.47311, -1.56660, 0.84885], [-3.18761, 0.00574, -1.14133], [-2.58005, 0.50353, 0.40550], [-4.86755, 0.12637, 0.73909], [-4.04575, -1.18641, 1.54516], [-5.58425, -2.84005, 1.59778], [-4.18055, -3.44240, 0.66387], [-5.84310, -3.75421, 0.09280], [-7.24869, -2.04391, -0.41209], [-6.81832, -0.69282, 0.66669], [-6.01516, 0.63114, -1.24673], [-7.51129, -0.06457, -1.85536], [-5.10972, -0.48020, -3.13251], [-6.34655, -1.71863, -3.11857], [-3.76059, -1.91004, -1.81689], [-5.06096, -3.08454, -1.82537]],
  "lowdin_charge": [0.002, -0.267, -0.195, -0.176, -0.149, -0.208, -0.453, 0.192, 0.038, -0.692, 0.756, -0.277, -0.211, -0.017, 0.071, 0.049, 0.110, 0.102, 0.100, 0.111, 0.105, 0.113, 0.124, 0.089, 0.131, 0.112, 0.103, 0.142, 0.116, 0.089, 0.064, 0.068, -0.112, -0.242, -0.102, -0.244, 0.018, -0.103, -0.140, -0.127, -0.084, 0.065, 0.003, 0.088, 0.106, 0.119, 0.126, 0.134, 0.115, 0.111, 0.109, 0.142, 0.140, 0.120, 0.129, 0.122, 0.123, 0.108, 0.134],
  "e_lumo_ev": -2.349,
  "gap_ev": 8.57,
  "charge": 1
}

=====

{
  "formula": "C17H36O13S3Tl",
  "method": "the ωB97M-V functional and the def2-TZVPD basis",
  "elements": ["Tl", "O", "C", "O", "C", "C", "C", "H", "H", "H", "H", "H", "H", "O", "C", "O", "C", "C", "C", "H", "H", "H", "H", "H", "H", "O", "S", "O", "O", "C", "C", "C", "H", "H", "H", "H", "H", "H", "H", "H", "O", "S", "O", "O", "C", "C", "C", "H", "H", "H", "H", "H", "H", "H", "H", "O", "S", "O", "O", "C", "C", "C", "H", "H", "H", "H", "H", "H", "H", "H"],
  "positions_angstrom": [[-0.70055, 0.06511, -0.31433], [0.00180, -1.92739, 1.63898], [0.00623, -2.51780, 2.69974], [0.84738, -3.49631, 2.92418], [0.48795, -4.16533, 4.17682], [-0.17198, -3.07085, 4.99712], [-0.86753, -2.24905, 3.89839], [1.43686, -4.50485, 4.58720], [-0.15196, -5.01572, 3.94556], [0.59023, -2.55099, 5.57615], [-0.89767, -3.44888, 5.71840], [-1.08767, -1.23370, 4.21588], [-1.82900, -2.74946, 3.72368], [-2.75586, -1.51050, 0.77054], [-3.30639, -2.60083, 0.71366], [-3.34079, -3.40383, 1.74900], [-4.09631, -4.59474, 1.42977], [-4.98155, -4.22228, 0.22862], [-4.12410, -3.13986, -0.44080], [-4.71894, -4.83340, 2.29021], [-3.50265, -5.47937, 1.20237], [-5.95009, -3.83673, 0.52898], [-5.03212, -5.07634, -0.44259], [-4.72131, -2.32966, -0.85250], [-3.40011, -3.59131, -1.12468], [3.18962, 3.47365, -0.81263], [1.82987, 3.34678, -1.23834], [1.11092, 2.11763, -0.88531], [1.01886, 4.60829, -0.65149], [-0.42085, 4.59086, -0.61397], [-0.87183, 5.81655, 0.16581], [1.72460, 3.61647, -3.00598], [-0.80351, 3.68511, -0.13164], [-0.79352, 4.61077, -1.64084], [-1.95722, 5.77600, 0.26588], [-0.60630, 6.70097, -0.40969], [-0.46547, 5.87487, 1.17184], [0.74046, 3.29841, -3.33750], [2.45545, 2.92181, -3.42392], [2.00587, 4.64438, -3.21100], [2.88534, 0.03816, 3.47422], [2.54467, 0.95583, 2.44150], [1.35234, 0.69426, 1.64883], [2.44150, 2.42831, 3.08196], [2.07648, 3.54465, 2.29158], [1.74157, 4.69393, 3.26193], [3.99697, 1.20179, 1.34882], [1.23062, 3.29982, 1.64605], [2.91537, 3.95319, 1.70864], [2.65520, 5.01361, 3.75502], [1.00260, 4.39878, 4.00905], [1.25367, 5.49438, 2.70599], [4.09561, 0.21481, 0.89877], [4.86877, 1.50735, 1.92007], [3.66784, 1.97925, 0.65388], [0.40077, -0.30202, -2.86188], [0.82012, -0.05892, -4.22874], [1.99608, 0.70598, -4.50689], [1.00110, -1.48635, -5.00196], [0.39872, -2.64268, -4.40612], [0.96177, -3.85802, -5.11422], [-0.63325, 0.54001, -5.17888], [-0.69281, -2.58346, -4.54681], [0.50861, -2.66869, -3.31998], [0.80316, -3.84924, -6.19069], [0.44219, -4.77078, -4.80911], [2.00481, -3.99129, -4.83224], [-0.42278, 0.33162, -6.22178], [-0.75359, 1.60764, -5.00410], [-1.45421, 0.00962, -4.70449]],
  "lowdin_charge": [1.361, 0.130, -0.413, 0.119, -0.064, -0.094, -0.010, 0.151, 0.145, 0.137, 0.146, 0.150, 0.139, 0.039, -0.430, 0.081, -0.088, -0.092, -0.028, 0.144, 0.143, 0.136, 0.137, 0.146, 0.150, -0.220, 0.644, -0.422, -0.245, -0.252, -0.031, -0.067, 0.103, 0.127, 0.097, 0.098, 0.071, 0.069, 0.073, 0.099, -0.175, 0.673, -0.367, -0.182, -0.244, -0.008, -0.010, 0.105, 0.141, 0.101, 0.098, 0.080, 0.094, 0.105, 0.040, -0.436, 0.651, -0.225, -0.214, -0.267, -0.040, -0.054, 0.130, 0.111, 0.097, 0.092, 0.095, 0.090, 0.072, 0.069],
  "e_lumo_ev": -15.898,
  "gap_ev": 2.29,
  "charge": 3
}